1.
This record from OMol25 describes an isolated molecule of C4H10N2 in a non-equilibrium geometry. The level of theory is wB97M-V/def2-TZVPD.

Atoms and positions in Å:
H1 1.95 0.66 1.05
N1 1.64 -0.33 0.93
C1 0.51 -0.49 0.31
C2 -0.07 -1.93 0.29
N2 -0.29 0.47 -0.33
C3 0.31 1.79 -0.36
C4 -1.72 0.28 -0.69
H2 -0.39 -2.17 -0.74
H3 -0.90 -2.02 1.01
H4 0.70 -2.63 0.60
H5 0.34 2.32 0.65
H6 1.28 1.83 -0.83
H7 -0.36 2.41 -1.03
H8 -2.24 -0.12 0.19
H9 -2.12 1.25 -0.94
H10 -1.92 -0.39 -1.51

Computed properties:
E_HOMO: -8.6 eV
charge: 0
energy above the lowest of the compared OMol25 structures with the same formula, charge and spin: 20.85 kcal per mole
LUMO level: 0.8507 eV
molecular weight: 86.14 g/mol
largest force on an atom: 0.04854 hartree/bohr
SMILES: [H]/N=C(/C)N(C)C

Mulliken population analysis, charges in e, atoms 1 to 8:
1. H 0.236
2. N -0.716
3. C 0.656
4. C -1.044
5. N 0.123
6. C -1.230
7. C -0.898
8. H 0.295



2.
This record from OMol25 describes an isolated molecule of C20H27NO4 in a non-equilibrium geometry. The level of theory is wB97M-V/def2-TZVPD.

Atoms and positions in Å:
C1 6.27 -1.37 -1.46
C2 5.50 -2.66 -1.76
C3 6.46 -3.81 -2.03
O1 4.68 -3.06 -0.67
C4 3.54 -2.28 -0.44
C5 2.65 -3.02 0.56
C6 1.44 -2.20 0.99
N1 0.50 -2.00 -0.08
C7 -0.75 -2.52 -0.09
O2 -1.22 -3.17 0.82
C8 -1.53 -2.21 -1.37
O3 -1.07 -1.07 -2.06
C9 -1.31 0.16 -1.50
C10 -0.94 1.25 -2.31
C11 -1.11 2.55 -1.89
C12 -1.67 2.75 -0.64
O4 -1.93 3.93 -0.02
C13 -2.47 3.61 1.18
C14 -2.57 2.27 1.37
C15 -2.05 1.67 0.18
C16 -1.87 0.36 -0.25
C17 -3.13 1.65 2.60
C18 -3.18 2.70 3.71
C19 -3.79 4.01 3.20
C20 -2.89 4.66 2.15
H1 6.95 -1.15 -2.28
H2 5.59 -0.52 -1.34
H3 6.84 -1.49 -0.54
H4 4.86 -2.50 -2.64
H5 5.89 -4.72 -2.22
H6 7.09 -3.97 -1.17
H7 7.07 -3.59 -2.90
H8 3.81 -1.29 -0.04
H9 3.00 -2.12 -1.40
H10 3.26 -3.25 1.43
H11 2.33 -3.96 0.12
H12 1.76 -1.23 1.38
H13 0.89 -2.73 1.78
H14 0.80 -1.48 -0.89
H15 -1.38 -3.05 -2.06
H16 -2.59 -2.14 -1.13
H17 -0.51 1.03 -3.28
H18 -0.82 3.38 -2.52
H19 -2.15 -0.46 0.39
H20 -2.52 0.80 2.91
H21 -4.13 1.27 2.40
H22 -3.76 2.32 4.55
H23 -2.17 2.90 4.07
H24 -3.94 4.70 4.03
H25 -4.77 3.80 2.76
H26 -3.41 5.47 1.63
H27 -2.00 5.09 2.63

Computed properties:
E_HOMO: -8.1 eV
charge: 0
energy above the lowest of the compared OMol25 structures with the same formula, charge and spin: 34.92 kcal per mole
LUMO level: 0.7091 eV
molecular weight: 345.44 g/mol
largest force on an atom: 0.02066 hartree/bohr
SMILES: CC(C)OCCCNC(=O)COc1ccc2oc3c(c2c1)CCCC3

Mulliken population analysis, charges in e, atoms 1 to 8:
1. C -1.450
2. C 0.684
3. C -1.424
4. O -0.358
5. C -0.473
6. C -0.398
7. C -0.970
8. N 0.162



3.
This record from OMol25 describes the ion C2H6N3 with charge +1 in a non-equilibrium geometry. The level of theory is wB97M-V/def2-TZVPD.

Atoms and positions in Å:
C1 1.03 0.92 -0.65
C2 0.23 0.33 0.43
N1 1.46 -0.09 0.41
N2 -1.20 -1.27 -0.25
N3 -0.97 -0.41 0.83
H1 0.70 0.71 -1.68
H2 1.52 1.89 -0.62
H3 1.74 -1.03 0.18
H4 -1.93 -0.78 -0.75
H5 -0.76 -0.99 1.74
H6 -1.63 0.18 1.25

Computed properties:
E_HOMO (alpha / beta): -13.6 / -14.5 eV
charge: +1
energy above the lowest of the compared OMol25 structures with the same formula, charge and spin: 158.79 kcal per mole
LUMO level (alpha / beta): -6.2210 / -5.8834 eV
molecular weight: 72.09 g/mol
largest force on an atom: 0.08737 hartree/bohr

Mulliken population analysis, charges in e, atoms 1 to 8:
1. C -0.395
2. C 0.361
3. N -0.305
4. N -0.605
5. N 0.067
6. H 0.277
7. H 0.282
8. H 0.320



4.
This record from OMol25 describes a cluster of 2 separate species, C4H9N2 in total in a non-equilibrium geometry. The level of theory is wB97M-V/def2-TZVPD.

Atoms and positions in Å:
C1 -0.05 -0.55 0.15
C2 -1.31 -0.19 0.56
C3 1.13 -0.92 -0.11
C4 -3.69 0.38 -0.06
N1 4.77 0.33 -0.03
N2 -2.29 -0.06 -0.29
H1 1.96 -1.44 -0.48
H2 -1.44 -0.15 1.59
H3 5.45 -0.35 -0.27
H4 -3.74 1.58 -0.09
H5 -4.18 -0.17 -0.83
H6 -3.98 0.12 0.90
H7 4.54 0.97 -0.75
H8 4.64 0.55 0.91
H9 -1.84 -0.09 -1.18

Computed properties:
E_HOMO: -12.1 eV
charge: +1
energy above the lowest of the compared OMol25 structures with the same formula, charge and spin: 95.87 kcal per mole
LUMO level: -5.8324 eV
molecular weight: 85.13 g/mol
largest force on an atom: 0.12332 hartree/bohr

Mulliken population analysis, charges in e, atoms 1 to 8:
1. C -0.758
2. C 0.370
3. C 0.077
4. C -0.685
5. N -0.571
6. N -0.130
7. H 0.480
8. H 0.425



5.
This record from OMol25 describes a structure of composition C9H16OS4Ti in a non-equilibrium geometry. The level of theory is wB97M-V/def2-TZVPD.

Atoms and positions in Å:
Ti1 6.80 6.26 5.12
C1 5.65 8.67 7.38
C2 4.69 7.52 7.65
S1 5.39 5.87 7.30
C3 6.58 5.53 8.65
C4 8.00 6.01 8.36
S2 8.54 5.47 6.70
C5 9.86 6.66 6.36
C6 10.15 6.84 4.91
S3 8.61 7.36 3.92
C7 8.35 9.13 4.28
C8 7.56 9.33 5.57
S4 5.91 8.62 5.50
H1 6.61 8.51 7.97
H2 5.17 9.57 7.72
H3 3.78 7.46 6.99
H4 4.49 7.43 8.67
H5 6.63 4.49 8.90
H6 6.19 6.05 9.52
H7 8.76 5.65 9.04
H8 8.03 7.08 8.35
H9 10.73 6.30 6.87
H10 9.48 7.56 6.87
H11 10.38 5.88 4.42
H12 10.94 7.60 4.68
H13 7.83 9.52 3.40
H14 9.33 9.63 4.30
H15 7.42 10.38 5.82
H16 8.08 8.86 6.43
O1 5.75 4.03 3.23
C9 6.12 4.90 3.93

Computed properties:
E_HOMO (alpha / beta): -15.5 / -17.0 eV
charge: +2
2S+1: 3
LUMO level (alpha / beta): -8.4425 / -8.0470 eV
molecular weight: 316.36 g/mol
largest force on an atom: 0.17374 hartree/bohr

Mulliken population analysis, charges in e, atoms 1 to 8:
1. Ti 0.222
2. C -0.300
3. C -0.980
4. S 0.106
5. C -0.802
6. C -0.510
7. S 0.124
8. C -0.520



6.
This record from OMol25 describes an isolated molecule of C3H3NS3 in a non-equilibrium geometry. The level of theory is wB97M-V/def2-TZVPD.

Atoms and positions in Å:
S1 -1.84 -1.28 -1.19
C1 -0.66 -0.31 -0.39
S2 -0.80 0.54 1.18
C2 0.76 0.25 1.87
C3 1.74 0.97 0.99
N1 1.87 0.91 -0.26
S3 0.86 -0.08 -1.20
H1 1.09 -0.79 1.79
H2 0.93 0.46 2.94
H3 2.34 1.59 1.56

Computed properties:
E_HOMO: -8.8 eV
charge: 0
energy above the lowest of the compared OMol25 structures with the same formula, charge and spin: 40.62 kcal per mole
LUMO level: -0.8472 eV
molecular weight: 149.27 g/mol
largest force on an atom: 0.06247 hartree/bohr
SMILES: S=C1SCC=NS1

Mulliken population analysis, charges in e, atoms 1 to 8:
1. S -0.168
2. C 0.080
3. S -0.070
4. C -0.612
5. C 0.109
6. N -0.505
7. S 0.076
8. H 0.309